(1)
Molecular formula: Cl2FO8Sr4
Method: DFT, the ωB97M-V functional and the def2-TZVPD basis

```
15
Properties=species:S:1:pos:R:3:forces:R:3
Sr -2.9849 1.0495 -6.6389 2.663 -3.148 1.199
Sr -6.9700 -0.3743 -8.0190 -1.275 -1.614 -0.291
Sr -6.4831 -0.3812 -3.7384 -0.208 0.018 1.121
Sr -5.8971 3.2742 -7.0018 -2.996 2.296 1.438
F -5.5808 0.9310 -5.8866 0.565 0.833 -2.133
Cl -3.2831 -2.4557 -5.4965 3.935 -3.172 2.009
O -2.2560 -1.7178 -6.2808 -1.457 1.879 -0.786
O -3.5408 -3.7279 -6.0311 -0.161 0.731 -0.319
O -2.7740 -2.5031 -4.1495 -1.694 0.735 -1.265
O -4.5512 -1.6656 -5.5820 -2.204 2.792 -0.044
Cl -9.0307 2.6462 -4.9323 -3.548 1.779 0.692
O -9.0063 3.9151 -4.3149 0.776 -0.210 -1.076
O -8.8812 2.6617 -6.4204 2.445 0.404 -1.467
O -7.8477 1.9171 -4.4832 2.850 -2.423 0.576
O -10.2346 1.9738 -4.7036 0.309 -0.899 0.346
```
Positions in Å, forces in eV/Å.

Properties
- 2S+1 = 1
- electronic energy (eV) = -47407.672
- charge = +5

---

(2)
Molecular formula: Cl2H2N2S2
Method: DFT, the ωB97M-V functional and the def2-TZVPD basis

```
8
Properties=species:S:1:pos:R:3:forces:R:3
Cl 1.0011 -1.9862 0.8455 0.404 0.235 0.304
N 0.2617 -1.6267 -0.6298 -0.814 -0.067 -0.650
S 0.7026 -0.3117 -1.3933 -1.111 -0.831 -0.214
S -0.1612 1.4564 0.1097 -1.655 1.154 -1.755
N -1.3380 0.6427 0.7745 -0.544 -1.072 1.097
Cl -2.9093 0.6055 0.1171 0.382 0.443 -0.539
H 1.9154 -0.0814 -1.0024 1.771 0.411 0.449
H 0.5277 1.3014 1.1786 1.567 -0.274 1.308
```
Positions in Å, forces in eV/Å.

Properties
- structure (SMILES) = ClN=[SH]#[SH]=NCl
- 2S+1 = 1
- electronic energy (eV) = -49721.967

---

(3)
Molecular formula: Cl2H3N2OP
Method: DFT, the ωB97M-V functional and the def2-TZVPD basis

```
9
Properties=species:S:1:pos:R:3:forces:R:3
N -0.2443 1.7191 0.3733 0.270 0.499 -0.644
N -0.7771 0.8063 1.1110 0.344 -1.281 0.257
O 1.9600 -1.0749 -0.1911 0.653 0.479 0.302
P 0.5335 -1.3904 -0.1441 -0.527 0.411 0.231
Cl -0.2322 -1.0566 -2.0392 -0.350 0.076 -0.174
Cl 0.2873 -3.3983 0.0929 -0.265 -0.300 0.075
H 0.7227 1.9352 0.5983 -0.269 0.030 -0.049
H -0.5495 1.9366 -0.5773 0.007 -0.170 0.322
H -1.7003 0.5230 0.7763 0.137 0.256 -0.320
```
Positions in Å, forces in eV/Å.

Properties
- 2S+1 = 1
- electronic energy (eV) = -39409.200

---

Molar mass in g/mol, matching the order above: 568.38; 165.07; 148.92